A 5-piece molecular cluster, C3H15NO4 overall at a distorted geometry. Source: the OMol25 dataset; level of theory: the ωB97M-V functional and the def2-TZVPD basis.

The frontier orbital gap is 8.50 eV. The LUMO energy is 0.19 eV. The value obtained for the highest occupied orbital energy is -8.307 eV. The total energy is -478.91698 Eh. Its SMILES is C/C=C/N.O.O.O.O. The spin multiplicity is 1. For the energy above the lowest of the compared OMol25 structures with the same formula, charge and spin, the calculation gives 70.2 kcal/mol.

Bonds (Å) are listed after each position.
Atoms and positions in Å:
1 C 0.3886 -2.1697 2.2999  C2 1.466, H5 1.137, H6 1.086, H7 1.152
2 C -0.1040 -1.6629 1.0158  C1 1.466, C3 1.389, H8 1.088
3 C -1.2780 -2.1888 0.4923  C2 1.389, N4 1.469, H9 1.129
4 N -1.7927 -1.9381 -0.8602  C3 1.469, H10 0.926, H11 0.981
5 H 0.9244 -3.1579 2.1291  C1 1.137
6 H 0.8656 -1.4132 2.9164  C1 1.086
7 H -0.5225 -2.1712 3.0052  C1 1.152
8 H 0.4177 -0.8264 0.5562  C2 1.088
9 H -1.7727 -2.9632 1.1482  C3 1.129
10 H -2.6217 -2.3068 -1.0452  N4 0.926
11 H -1.8525 -0.9605 -0.9157  N4 0.981
12 O 1.7515 0.5675 -2.6692  H13 1.026, H14 0.940
13 H 0.9766 1.2304 -2.7822  O12 1.026
14 H 2.3794 0.9541 -2.0859  O12 0.940
15 O -0.8644 2.1523 -2.2770  H16 1.016, H17 0.901
16 H -1.7213 1.6280 -2.4278  O15 1.016
17 H -0.9563 2.4507 -1.4322  O15 0.901
18 O 1.8810 1.2508 0.0999  H19 1.014, H20 1.087
19 H 1.3524 1.0540 0.9424  O18 1.014
20 H 1.3509 0.4206 -0.3609  O18 1.087
21 O -0.2261 2.2824 2.2024  H22 0.995, H23 0.986
22 H -1.0664 2.7065 2.5258  O21 0.995
23 H 0.4197 3.0261 2.1515  O21 0.986

The net atomic charges from natural (NBO), expressed in e, are: C -0.665; C -0.257; C -0.014; N -0.801; H 0.230; H 0.224; H 0.218; H 0.164; H 0.184; H 0.356; H 0.356; O -0.975; H 0.498; H 0.475; O -0.936; H 0.474; H 0.470; O -0.959; H 0.476; H 0.479; O -0.957; H 0.479; H 0.480



A 2-piece molecular cluster, C4H10OS overall at a distorted geometry. Source: the OMol25 dataset; level of theory: the ωB97M-V functional and the def2-TZVPD basis.

The frontier orbital gap is 9.50 eV. The LUMO energy is 0.64 eV. The value obtained for the highest occupied orbital energy is -8.863 eV. The total energy is -631.74754 Eh. Its SMILES is C=CO.CCS. The spin multiplicity is 1. For the energy above the lowest of the compared OMol25 structures with the same formula, charge and spin, the calculation gives 48.4 kcal/mol.

Bonds (Å) are listed after each position.
Atoms and positions in Å:
1 C -2.7645 -1.2191 -1.2677  C2 1.322, H4 1.098, H5 1.077
2 C -2.8889 -0.4795 -0.1785  C1 1.322, O3 1.425, H6 1.034
3 O -2.1397 0.5997 0.3723  C2 1.425, H7 0.976
4 H -3.6841 -1.7019 -1.6245  C1 1.098
5 H -1.8498 -1.0277 -1.8039  C1 1.077
6 H -3.6544 -0.7783 0.4492  C2 1.034
7 H -2.7017 1.3120 0.7307  O3 0.976
8 C 2.7558 0.5875 1.1739  C9 1.528, H11 1.123, H12 1.117, H13 1.076
9 C 1.7265 0.0094 0.2035  C8 1.528, S10 1.838, H14 1.044, H15 1.143
10 S 2.3922 -0.0051 -1.5095  C9 1.838, H16 1.357
11 H 3.5623 -0.1091 1.5290  C8 1.123
12 H 3.2884 1.5500 0.9781  C8 1.117
13 H 2.2205 0.8518 2.0693  C8 1.076
14 H 0.8398 0.5463 0.3278  C9 1.044
15 H 1.3983 -1.0335 0.5378  C9 1.143
16 H 1.4991 0.8977 -1.9874  S10 1.357

The net atomic charges from natural (NBO), expressed in e, are: C -0.500; C 0.153; O -0.730; H 0.231; H 0.209; H 0.144; H 0.492; C -0.630; C -0.518; S -0.063; H 0.209; H 0.219; H 0.207; H 0.228; H 0.218; H 0.130